Density functional theory data (ωB97M-V/def2-TZVPD) for 10 unconnected molecules or ions with the total composition C9H37NO10 at a distorted geometry.

Structure (XYZ):
```
57
Properties=species:S:1:pos:R:3:forces:R:3:mulliken_charge:R:1
C -1.61455 0.11294 -4.64197 1.638 0.318 -1.614 -1.849
C -1.27690 1.19260 -3.56069 -2.697 -0.633 0.268 1.789
C -1.60424 2.62195 -4.02235 0.063 0.682 -0.830 -1.915
C -2.34631 0.88535 -2.44659 0.877 -1.107 1.881 -1.471
C -1.79993 -0.07722 -1.29379 -1.231 1.498 -0.984 -0.834
C -0.50026 0.38971 -0.72582 2.088 -0.432 -1.791 -0.583
C 0.63141 0.46498 -1.89901 -0.919 0.052 -1.351 1.181
C 1.98471 1.04106 -1.36210 -1.003 -0.945 -0.405 -1.718
C 0.89987 -0.99076 -2.40177 -0.396 -0.095 1.329 -1.618
N 0.09832 1.17868 -3.12576 -0.889 0.525 3.363 0.281
O 0.97897 1.41891 -4.12937 0.921 0.436 -0.517 -0.432
H -1.76140 -0.93153 -4.36695 -0.415 0.259 0.701 0.314
H -2.30601 0.39249 -5.43684 -0.874 0.266 0.710 0.466
H -0.76960 0.01910 -5.32414 0.746 -0.009 -0.026 0.444
H -2.61561 2.98751 -3.84454 -0.346 -0.670 -0.024 0.410
H -1.00634 3.35251 -3.47746 0.353 -0.260 -0.035 0.415
H -1.43407 2.76687 -5.08918 0.258 0.036 -0.065 0.361
H -2.83909 1.78237 -2.07157 0.712 0.259 0.485 0.492
H -3.22286 0.32023 -2.76346 0.213 0.033 -1.035 0.384
H -2.55337 -0.08977 -0.50622 -0.093 -0.235 0.016 0.427
H -1.75032 -1.07006 -1.74089 0.164 -0.118 0.214 0.308
H -0.07989 -0.37525 -0.07295 -0.058 0.114 0.390 0.126
H -0.60425 1.30954 -0.15033 0.140 0.166 -0.283 0.466
H 2.32053 0.22021 -0.72845 0.429 0.171 0.181 0.317
H 1.96231 1.93949 -0.74530 -0.392 0.025 -0.243 0.343
H 2.69580 1.15319 -2.18055 -0.049 0.082 0.047 0.413
H 0.01728 -1.47080 -2.82451 -0.115 0.319 -0.137 0.402
H 1.08102 -1.53705 -1.47611 0.556 -0.569 -0.102 0.292
H 1.71264 -1.13264 -3.11407 0.183 0.341 0.206 0.422
H 1.00339 0.64399 -4.69550 0.095 -0.525 -0.335 0.334
O -0.59468 -3.36066 1.91079 -0.123 0.209 0.038 -0.662
H 0.08314 -3.88208 2.34081 0.084 -0.266 0.318 0.278
H -0.38252 -3.41286 0.97886 -0.022 -0.001 -0.437 0.313
O 0.37800 -0.70893 2.55884 -0.330 0.784 0.096 -0.103
H 0.01119 -1.57210 2.36748 -0.156 -0.418 -0.165 0.151
H 1.31100 -0.87039 2.69918 0.197 -0.112 -0.072 0.218
O -3.47342 -2.16229 1.74072 -0.090 0.274 -0.064 -0.591
H -4.04691 -2.91167 1.58017 -0.185 -0.158 -0.010 0.292
H -2.59316 -2.53674 1.77498 0.293 -0.167 0.106 0.304
O 2.94333 -1.64755 1.85183 0.022 -0.048 0.149 -0.594
H 2.83935 -2.44211 1.32830 -0.032 -0.101 -0.336 0.243
H 3.36250 -1.94526 2.65922 0.275 -0.095 0.410 0.271
O 2.24848 2.47451 3.80188 -0.276 0.065 0.705 -0.653
H 2.17355 3.21215 3.19648 0.007 0.109 -0.192 0.291
H 2.40769 1.71706 3.23872 0.206 -0.017 -0.445 0.353
O 2.18238 -0.81981 5.84592 0.450 -0.098 -0.140 -0.635
H 1.61831 -1.36327 6.39611 -0.237 -0.148 0.074 0.322
H 1.59575 -0.15683 5.48183 -0.230 0.221 -0.106 0.301
O 3.54979 1.10434 1.58863 -0.148 0.466 0.050 -0.607
H 4.37025 1.06986 2.08045 0.292 0.077 0.108 0.291
H 3.14673 0.24840 1.73393 -0.025 -0.517 -0.325 0.349
O -1.87426 1.52745 2.76036 -0.378 0.073 -0.032 -0.639
H -1.55831 1.88503 3.59014 0.121 0.178 0.145 0.278
H -1.11353 1.08410 2.38492 0.391 -0.312 -0.082 0.283
O -1.22730 -1.27169 5.06350 0.086 -0.331 0.530 -0.613
H -1.32204 -1.45375 4.12855 -0.038 0.144 -0.218 0.298
H -1.33659 -0.32350 5.13564 -0.115 0.206 -0.117 0.290
```
Forces are in eV/Å.

## Properties
structure (SMILES) = CC1(C)CCCC(C)(C)N1O.O.O.O.O.O.O.O.O.O
E_tot = -31895.98059 eV
gap between HOMO and LUMO = 6.98 eV
energy relative to the best compared isomer or geometry (same formula, charge and spin) = 44.2 kcal/mol
HOMO = -0.28159 Eh